Formula: C34H70BaBr2N10NiO4P
Source: the OMol25 dataset
Level of theory: ωB97M-V/def2-TZVPD

**Strongest force on any atom**: 3.5 eV/Å
**Lowest unoccupied orbital energy (alpha / beta)**: -3.213 / -3.278 eV
**Net charge**: +1
**Molecular weight**: 1069.80 u
**HOMO (alpha / beta)**: -9.606 / -9.606 eV
**Kohn-Sham gap (alpha / beta)**: 0.235 / 0.233 Ha
**Spin multiplicity**: 3

```
123
Properties=species:S:1:pos:R:3:mulliken_spin:R:1
Ba -1.74944 -0.02888 -1.85094 -0.001
Ni 0.46337 -4.43063 -5.65925 1.554
P -0.23928 -3.06035 -4.12272 -0.044
O -0.54006 -4.61395 -3.78988 0.145
O -0.81853 -2.95115 -5.64788 0.157
O 1.34692 -3.16526 -4.49709 0.159
O -0.61349 -1.94811 -3.15311 0.014
C -0.05175 -1.47147 5.00540 0.000
C -1.47518 -1.58740 5.57372 0.000
N -2.40279 -0.87648 4.65467 0.000
C -3.61757 -0.58166 5.38111 0.000
C -3.60882 0.71742 6.13831 0.000
C -2.57254 -1.73776 3.49588 0.000
C -3.43195 -1.27741 2.35145 0.000
H 0.17712 -0.39251 4.82203 0.000
H 0.08581 -2.06311 4.09822 0.000
H 0.70313 -1.65294 5.74285 0.000
H -1.76244 -2.59773 5.64986 0.000
H -1.46457 -1.17171 6.54755 0.000
H -4.46120 -0.55204 4.64285 0.000
H -3.82093 -1.40160 6.11312 0.000
H -3.30798 0.57383 7.14638 0.000
H -2.84891 1.37126 5.64475 0.000
H -4.63189 1.19422 6.08369 0.000
H -3.01671 -2.72254 3.77436 0.000
H -1.56844 -1.98572 3.13980 0.000
H -4.45048 -1.07736 2.64170 0.000
H -3.37521 -2.08949 1.53745 0.000
H -3.03582 -0.40219 1.87691 0.000
C 0.14172 5.26348 2.53066 0.000
C 0.17505 5.13528 1.06565 0.000
N 1.45036 5.48271 0.52870 0.000
C 1.67180 6.93041 0.50024 0.000
C 0.78241 7.60428 -0.50978 0.000
C 1.78757 4.74201 -0.68310 0.000
C 3.19753 4.84496 -1.06055 0.000
H 0.80928 4.54836 2.99803 0.000
H -0.89100 5.01542 2.80076 0.000
H 0.24590 6.31145 2.93223 0.000
H 0.02902 4.10705 0.70329 0.000
H -0.58443 5.75731 0.60558 0.000
H 1.48617 7.23561 1.48819 0.000
H 2.77339 7.15113 0.27356 0.000
H -0.25653 7.35671 -0.38694 0.000
H 0.70977 8.69808 -0.46566 0.000
H 1.17272 7.30595 -1.50456 0.000
H 1.22770 5.10900 -1.54506 0.000
H 1.52263 3.72843 -0.49421 0.000
H 3.53178 5.80396 -1.39746 0.000
H 3.51507 4.19040 -1.84748 0.000
H 3.87918 4.58524 -0.30091 0.000
C 2.92641 -0.11749 1.97428 0.000
C 3.94865 -1.22763 2.02607 0.000
N 3.48664 -2.51397 1.42183 0.000
C 2.47789 -3.07349 2.36641 0.000
C 2.01943 -4.47832 2.06634 0.000
C 4.65676 -3.38661 1.19345 0.000
C 5.44744 -3.81251 2.41637 0.000
H 2.31049 -0.16246 1.09568 0.000
H 3.50786 0.83073 2.05472 0.000
H 2.22639 -0.17272 2.85138 0.000
H 4.90583 -1.00085 1.51920 0.000
H 4.26280 -1.36668 3.07531 0.000
H 2.83224 -3.02958 3.43427 0.000
H 1.57976 -2.40392 2.29102 0.000
H 2.68799 -5.24219 2.58013 0.000
H 1.03211 -4.62044 2.42474 0.000
H 2.04803 -4.72845 1.00330 0.000
H 5.27043 -2.85722 0.45495 0.000
H 4.26549 -4.30457 0.72789 0.000
H 6.17764 -4.61022 2.29022 0.000
H 4.82963 -4.25069 3.17037 0.000
H 6.02111 -3.02856 2.95826 0.000
C -4.51246 -3.75976 -3.66802 0.002
C -4.26612 -2.97635 -2.44062 -0.001
N -3.80375 -2.35887 -1.58378 0.000
H -3.60684 -4.29336 -4.04642 -0.001
H -4.80672 -3.13139 -4.50512 0.000
H -5.28804 -4.52463 -3.50767 0.000
C 2.72629 -2.15496 -1.67753 0.005
C 1.80826 -1.01033 -1.65166 -0.003
N 1.17342 -0.04089 -1.62831 0.000
H 2.53602 -2.80077 -2.55279 -0.001
H 2.64202 -2.67975 -0.73841 0.001
H 3.76149 -1.83339 -1.71984 0.001
C -0.83478 1.44309 2.95709 0.000
C -0.83775 1.38545 1.47234 0.000
N -0.91654 1.55941 0.33324 0.000
H -1.25655 2.42250 3.18591 0.000
H 0.23094 1.47615 3.33394 0.000
H -1.39327 0.68678 3.45933 0.000
C -6.34817 1.93852 0.23078 0.000
C -5.15349 1.59345 -0.49951 0.000
N -4.33290 1.24046 -1.23018 0.000
H -7.16568 1.28984 -0.12532 0.000
H -6.68569 2.98472 0.02648 0.000
H -6.18536 1.89388 1.33772 0.000
C 1.26273 3.39970 -4.41051 0.000
C 0.16069 2.73987 -3.76153 0.000
N -0.72569 2.17651 -3.27030 0.000
H 1.05341 4.47845 -4.34882 0.000
H 1.35861 3.14390 -5.45381 0.000
H 2.21853 3.27867 -3.92639 0.000
C -0.91513 -4.48654 -0.42472 -0.007
C -0.97660 -3.10498 -0.05683 0.002
N -0.92511 -1.95803 0.08766 0.000
H -0.42293 -5.05747 0.31898 0.000
H -0.53926 -4.56277 -1.44366 0.007
H -2.00307 -4.93508 -0.51596 -0.001
C -2.79493 -1.01225 -6.85061 0.007
C -2.92663 -0.50904 -5.49143 -0.004
N -2.98183 -0.19612 -4.40338 0.001
H -2.43894 -2.02811 -6.76889 -0.001
H -2.01061 -0.50631 -7.39003 0.000
H -3.70179 -0.99882 -7.49177 0.001
Br 1.08515 0.88210 -6.97725 0.000
C 1.54566 -0.41574 -5.52678 -0.001
C 3.01977 -0.76436 -5.45444 0.001
Br 4.17347 0.83005 -4.82501 0.000
H 1.05029 -1.39500 -5.68120 0.005
H 1.13863 -0.00943 -4.58468 0.002
H 3.40983 -1.09101 -6.41243 0.000
H 3.19297 -1.61467 -4.66644 0.001
```


Formula: C34H70ClN4O5PSSiTi
Source: the OMol25 dataset
Level of theory: ωB97M-V/def2-TZVPD

**Strongest force on any atom**: 0.6 eV/Å
**Lowest unoccupied orbital energy**: -6.393 eV
**Net charge**: +2
**Molecular weight**: 789.40 u
**HOMO**: -13.166 eV
**Kohn-Sham gap**: 0.249 Ha
**Spin multiplicity**: 1

```
118
Properties=species:S:1:pos:R:3:lowdin_charge:R:1
Ti 1.03531 0.78080 0.16409 0.824
N 3.14925 0.81478 0.73660 -0.038
C 3.38061 -0.05361 1.91021 -0.189
C 2.43712 0.41677 2.99202 -0.132
N 1.05835 0.59090 2.44647 -0.214
C 0.23117 -0.61312 2.72959 -0.158
C -1.13681 -0.45880 2.07300 -0.162
N -0.98299 0.26758 0.78837 -0.055
C 0.44917 1.80124 3.06457 -0.143
C 0.96165 3.04137 2.36434 -0.171
N 0.71115 2.83909 0.92574 -0.014
H 3.63521 0.45809 -0.08322 0.095
H 3.52337 1.74860 0.89502 0.126
H 4.41411 -0.00344 2.25729 0.143
H 3.16291 -1.08105 1.62364 0.075
H 2.77732 1.37834 3.37711 0.126
H 2.42352 -0.27529 3.83611 0.134
H 0.12330 -0.75237 3.81031 0.145
H 0.76358 -1.47402 2.32490 0.089
H -1.82426 0.09354 2.71157 0.122
H -1.58220 -1.43947 1.91221 0.138
H -1.58829 1.09662 0.72775 0.032
H -1.26133 -0.32721 0.01337 0.076
H 0.65338 1.82142 4.13789 0.151
H -0.63216 1.76521 2.94130 0.119
H 2.03173 3.18394 2.51627 0.120
H 0.45910 3.93046 2.74795 0.129
H 1.21453 3.51935 0.36263 0.111
H -0.28780 2.98784 0.71630 0.034
Cl 0.45737 0.56814 -4.31612 0.667
C 0.70806 2.12342 -3.48669 -0.440
C 0.86461 1.78645 -2.03829 -0.671
O 1.97728 1.77382 -1.43385 -0.061
O -0.13959 1.42268 -1.34382 -0.140
H 1.60338 2.60123 -3.87170 0.102
H -0.16714 2.75208 -3.63029 0.075
C -4.45302 5.63360 -0.16431 -0.067
C -3.61974 4.68826 0.70322 -0.690
C -2.46405 5.49129 1.32018 -0.105
C -4.47573 4.13306 1.84354 -0.098
P -2.82025 3.26177 -0.24029 1.159
C -2.13035 4.14675 -1.70217 -0.356
C -0.89780 4.78781 -1.53642 -0.143
C -0.32124 5.54323 -2.54712 -0.074
C -0.95717 5.65264 -3.77628 -0.068
C -2.17718 5.02064 -3.96572 -0.054
C -2.76180 4.29020 -2.93773 -0.087
C -4.16607 2.10006 -0.87386 -0.679
C -3.57072 1.20478 -1.97113 -0.085
C -5.45177 2.76501 -1.37969 -0.078
C -4.54822 1.18415 0.30712 -0.099
H -4.77027 6.48560 0.44145 0.097
H -5.35225 5.15644 -0.55262 0.065
H -3.87555 6.02227 -1.00386 0.082
H -2.87559 6.26688 1.96899 0.096
H -1.86220 5.98887 0.56039 0.069
H -1.81507 4.85724 1.93420 0.059
H -4.81946 4.96299 2.46433 0.096
H -3.90630 3.45470 2.48552 0.078
H -5.36064 3.60994 1.48157 0.066
H -0.40268 4.75062 -0.57298 0.073
H 0.61603 6.05684 -2.37196 0.112
H -0.51353 6.23464 -4.57294 0.115
H -2.69582 5.11632 -4.91056 0.117
H -3.73398 3.85368 -3.11229 0.085
H -3.39660 1.72870 -2.90876 0.074
H -4.27291 0.39217 -2.17196 0.098
H -2.61975 0.76377 -1.66422 0.053
H -5.27960 3.54015 -2.12418 0.065
H -6.01708 3.21208 -0.56121 0.074
H -6.08797 2.00261 -1.83490 0.098
H -3.76914 0.44610 0.50911 0.058
H -5.45021 0.62625 0.04760 0.098
H -4.75411 1.72864 1.22830 0.053
C 1.13228 -4.45661 3.23851 -0.008
C 2.46322 -4.17585 2.55869 -0.602
C 3.03126 -5.43124 1.91515 -0.009
C 3.46066 -3.56217 3.52629 -0.013
O 2.23538 -3.14882 1.53421 -0.189
Si 1.75170 -3.37591 0.00348 -0.035
S 1.25940 -1.30326 -0.56649 0.636
O 0.38140 -4.20204 -0.03365 -0.131
C -0.30615 -4.92641 -1.10159 -0.612
C -0.30449 -4.08894 -2.37144 -0.029
C 0.40850 -6.25246 -1.30485 -0.013
C -1.72125 -5.13591 -0.58975 -0.020
O 2.82226 -3.93108 -1.04439 -0.124
C 4.08971 -3.52566 -1.61951 -0.616
C 4.83784 -2.64043 -0.63216 -0.017
C 3.79645 -2.78360 -2.91486 -0.017
C 4.85528 -4.81125 -1.88376 -0.008
H 1.25846 -5.21209 4.01422 0.103
H 0.40463 -4.81991 2.51333 0.085
H 0.74417 -3.55188 3.71132 0.080
H 3.23222 -6.18053 2.68054 0.107
H 3.96634 -5.21380 1.39761 0.085
H 2.32438 -5.86276 1.20288 0.084
H 3.68271 -4.26060 4.33266 0.103
H 3.05041 -2.65316 3.97223 0.075
H 4.39349 -3.31953 3.01498 0.090
H 0.71297 -3.91986 -2.72910 0.077
H -0.78856 -3.12543 -2.20020 0.079
H -0.85462 -4.60914 -3.15545 0.103
H 1.44083 -6.08882 -1.61501 0.082
H -0.09609 -6.83389 -2.07671 0.101
H 0.40009 -6.83380 -0.38207 0.094
H -2.21517 -4.17617 -0.42863 0.085
H -1.70668 -5.68693 0.35057 0.092
H -2.30339 -5.70557 -1.31389 0.099
H 4.26533 -1.72776 -0.43844 0.049
H 5.80832 -2.35699 -1.03841 0.104
H 4.99517 -3.16056 0.31376 0.087
H 3.20340 -1.88656 -2.72605 0.061
H 3.24700 -3.42663 -3.60264 0.096
H 4.72867 -2.48735 -3.39676 0.100
H 5.03961 -5.34659 -0.95198 0.088
H 5.81378 -4.59040 -2.35350 0.100
H 4.28490 -5.45775 -2.55011 0.096
```